(1)
19
Properties=species:S:1:pos:R:3 method="wB97M-V/def2-TZVPD" spin_multiplicity=1 orbital_gap_ev=12.6 max_force_ev_per_a=1.554 homo_ev=-11.5 de_lowest_ev=0.139 charge=0 molar_mass_g_mol=74.2 e_tot_ev=-5411.910
C -0.18 1.50 -1.80
C 0.84 0.69 -0.99
C 2.24 1.31 -0.97
H 0.14 1.62 -2.83
H -0.40 2.45 -1.31
H -1.11 0.95 -1.83
H 0.43 0.59 0.02
H 0.88 -0.32 -1.39
H 2.63 1.47 -1.97
H 2.16 2.28 -0.48
H 2.90 0.68 -0.38
C -0.78 -2.07 1.61
C -2.07 -1.38 2.04
H -0.03 -1.30 1.44
H -0.52 -2.85 2.30
H -1.00 -2.63 0.69
H -2.94 -2.03 2.11
H -2.34 -0.60 1.35
H -1.95 -0.89 3.02

(2)
16
Properties=species:S:1:pos:R:3 method="wB97M-V/def2-TZVPD" spin_multiplicity=1 orbital_gap_ev=9.6 max_force_ev_per_a=1.137 homo_ev=-9.2 de_lowest_ev=3.971 charge=0 molar_mass_g_mol=99.1 e_tot_ev=-8865.242
C -0.90 -0.92 0.33
C -0.40 0.36 -0.35
C -0.84 0.45 -1.82
C 2.46 0.07 1.07
O 2.26 -1.03 1.77
C -0.84 1.54 0.40
N -1.19 2.47 1.00
H -0.52 -1.80 -0.21
H -0.57 -0.98 1.37
H -2.00 -0.96 0.32
H -1.93 0.45 -1.90
H -0.45 -0.42 -2.37
H -0.45 1.36 -2.29
H 0.70 0.36 -0.32
H 2.18 0.86 1.81
H 2.49 -1.79 1.20

(3)
78
Properties=species:S:1:pos:R:3 method="wB97M-V/def2-TZVPD" spin_multiplicity=1 orbital_gap_ev=7.2 max_force_ev_per_a=3.131 homo_ev=-9.9 charge=+1 molar_mass_g_mol=816.0 e_tot_ev=-203015.331
Zn -0.15 -2.39 -0.56
C -5.61 0.19 1.16
C -4.97 0.12 -0.22
N -3.46 0.39 -0.22
C -2.93 1.72 -0.03
C -2.60 2.06 1.42
C -2.68 -0.73 -0.17
S -0.95 -0.43 -0.31
N -3.31 -1.88 0.03
C -2.88 -3.14 -0.09
O -1.70 -3.56 -0.44
C -3.83 -4.22 0.29
C -3.47 -5.55 0.24
C -4.44 -6.53 0.45
C -5.77 -6.22 0.76
C -6.10 -4.90 0.93
C -5.12 -3.92 0.69
H -6.73 0.06 0.98
H -5.50 1.14 1.72
H -5.27 -0.59 1.89
H -5.37 0.92 -0.92
H -5.16 -0.83 -0.71
H -3.77 2.40 -0.42
H -2.06 1.85 -0.73
H -3.47 1.90 2.13
H -2.36 3.14 1.50
H -1.82 1.42 1.81
H -2.40 -5.77 -0.01
H -4.16 -7.57 0.45
H -6.57 -6.96 0.85
H -7.13 -4.57 1.18
H -5.34 -2.85 0.76
F 6.01 -6.07 -0.71
C 5.12 -5.08 -0.59
C 5.48 -3.82 -1.05
F 6.70 -3.63 -1.63
C 4.55 -2.78 -1.07
F 5.11 -1.55 -1.45
C 3.26 -2.89 -0.48
P 2.06 -1.55 -0.57
C 2.25 -0.24 -1.75
C 2.37 -0.63 -3.08
C 2.49 0.32 -4.09
C 2.46 1.68 -3.73
C 2.11 2.06 -2.47
C 2.00 1.14 -1.45
C 2.25 -0.85 1.06
C 1.48 -1.27 2.13
C 1.58 -0.57 3.36
C 2.55 0.40 3.52
C 3.45 0.75 2.44
C 3.41 -0.03 1.30
C 2.88 -4.17 -0.03
Br 1.07 -4.52 0.46
C 3.84 -5.20 -0.07
F 3.37 -6.40 0.28
H 2.46 -1.70 -3.30
H 2.42 -0.01 -5.10
H 2.71 2.46 -4.47
H 1.86 3.07 -2.31
H 1.66 1.55 -0.53
H 0.67 -1.96 1.90
H 0.88 -0.73 4.15
H 2.74 0.93 4.46
H 4.18 1.56 2.56
H 4.09 0.06 0.41
S 0.41 5.62 0.63
C 1.37 6.96 0.23
N 2.57 7.31 0.75
C 3.24 8.24 -0.08
C 2.02 8.86 -0.85
N 1.05 7.83 -0.69
H 3.12 6.65 1.37
H 3.89 7.80 -0.86
H 3.88 9.01 0.43
H 2.23 9.10 -1.87
H 1.63 9.79 -0.39
H 0.19 7.74 -1.20

(4)
8
Properties=species:S:1:pos:R:3 method="wB97M-V/def2-TZVPD" spin_multiplicity=1 orbital_gap_ev=9.7 max_force_ev_per_a=4.617 homo_ev=-9.6 de_lowest_ev=1.594 charge=0 molar_mass_g_mol=276.3 e_tot_ev=-162831.370
C -0.65 0.05 -0.23
C 1.43 -0.17 0.49
F -0.66 1.36 -0.43
F -1.62 -0.33 0.64
F -0.61 -0.68 -1.29
Cl 1.50 -0.41 2.14
Br 2.13 -1.56 -0.57
Br 2.10 1.44 -0.25